Entry from OMol25: a structure of composition C32H84CdF12N2O22S4 in a non-equilibrium geometry (wB97M-V/def2-TZVPD).

```
157
Properties=species:S:1:pos:R:3:forces:R:3:lowdin_charge:R:1
Cd -2.08678 -0.58004 1.38358 -0.3 0.4 -1.3 1.417
C -2.09723 -3.81201 3.90937 0.7 -0.2 -0.4 -0.603
F -2.05576 -4.36171 2.67407 -0.6 0.2 0.5 0.101
F -2.55286 -4.71171 4.77952 0.0 0.7 -0.5 0.163
F -0.82904 -3.52090 4.19779 -0.8 0.2 0.3 0.130
S -3.30132 -2.27485 3.81548 -0.9 -0.7 -1.4 0.712
O -4.15627 -2.52707 2.65852 1.1 0.1 1.0 -0.324
O -3.92427 -2.13236 5.10530 0.7 -0.1 -1.4 -0.259
N -2.22857 -0.99048 3.24233 -2.7 -3.8 6.6 -0.453
S -1.58278 -0.44667 4.58876 4.9 3.2 3.5 0.603
O -1.46623 -1.34663 5.74005 -1.1 0.9 -2.1 -0.277
O -0.31674 0.22838 4.27034 -2.2 -0.7 -0.4 -0.301
C -2.77911 1.00207 5.12530 1.0 -0.6 0.8 -0.631
F -2.93064 1.82682 4.10491 0.0 0.2 -0.3 0.138
F -3.93034 0.44203 5.43772 -0.6 0.2 0.1 0.127
F -2.36136 1.71202 6.20275 0.1 -0.9 -1.2 0.141
C -0.98755 2.04765 -1.23886 0.4 0.9 0.2 -0.543
F -2.27443 1.72330 -1.11492 0.0 -0.1 -0.2 0.105
F -0.46675 1.37818 -2.30751 -0.6 1.2 1.6 0.119
F -0.94092 3.41838 -1.41321 0.3 -2.4 -0.2 0.090
S -0.09574 1.70440 0.45479 -1.5 2.5 0.6 0.690
O 1.21955 2.25999 0.17698 -1.7 -1.5 0.6 -0.266
O -0.90333 2.30207 1.52585 0.7 -1.0 -2.1 -0.296
N -0.35781 -0.00121 0.65152 4.6 3.7 -2.3 -0.433
S 1.18617 -0.47018 0.57464 4.4 -3.5 -0.1 0.627
O 1.77803 -0.48162 -0.78209 -1.5 0.4 2.1 -0.309
O 2.03255 0.00093 1.68401 -2.0 -0.6 -1.9 -0.273
C 1.04082 -2.38923 0.93823 -1.1 2.2 0.9 -0.629
F 0.09743 -2.51645 1.93363 0.5 -0.3 -0.9 0.049
F 0.69807 -3.12078 -0.09680 -0.1 0.0 -0.2 0.155
F 2.19073 -2.77437 1.40931 0.5 -0.3 0.0 0.164
C -1.58535 5.87207 -3.14103 0.0 -0.7 -1.6 -0.077
C -1.64434 5.33017 -4.61426 0.5 1.4 0.6 -0.296
O -2.92635 5.58087 -5.22649 0.6 -0.6 0.4 -0.089
H -2.40786 5.43993 -2.57108 0.0 0.2 0.1 0.068
H -1.61795 6.96087 -3.18020 -0.3 -0.1 0.2 0.076
H -0.63928 5.59424 -2.67643 0.0 -0.1 0.0 0.056
H -1.28178 4.30919 -4.73366 -0.5 -0.5 0.3 0.088
H -0.94545 5.90032 -5.22629 0.5 0.2 0.2 0.102
H -2.66707 5.64994 -6.14823 -0.6 0.1 -0.3 0.075
C 4.29855 -3.33400 3.43358 -0.2 0.4 -0.2 -0.094
C 5.25004 -4.00458 4.42220 -1.0 -0.3 -0.8 -0.322
O 5.21729 -3.26305 5.61490 0.7 0.1 0.5 -0.068
H 3.26612 -3.44546 3.76488 -0.1 -0.3 0.1 0.058
H 4.31707 -3.64344 2.38859 0.3 -0.3 0.1 0.062
H 4.44346 -2.25372 3.44307 0.3 0.0 0.0 0.081
H 6.26221 -4.12547 4.03618 0.1 0.6 0.2 0.112
H 4.90784 -5.02257 4.60848 -0.1 -0.3 0.0 0.094
H 4.35569 -3.38424 6.02055 -0.1 0.0 0.0 0.084
C -3.76602 1.93955 -5.70481 0.0 0.7 0.6 -0.063
C -3.27461 1.53651 -4.29825 -1.6 -0.6 -0.8 -0.262
O -3.55674 0.12414 -4.11723 1.6 -0.4 0.4 -0.106
H -3.26680 1.37111 -6.48950 0.1 -0.1 0.2 0.068
H -3.61260 3.00586 -5.87077 0.3 0.1 0.0 0.060
H -4.83962 1.81183 -5.84330 -0.1 -0.3 0.3 0.076
H -3.73714 2.03059 -3.44382 -0.3 0.6 -0.4 0.106
H -2.20713 1.73377 -4.19990 0.0 -0.6 0.0 0.075
H -4.47603 -0.15070 -4.14853 -0.2 0.8 -0.2 0.093
C 4.59928 2.34581 0.58610 -0.2 0.3 -1.3 -0.070
C 3.95506 2.76544 1.86876 -1.1 -2.4 0.1 -0.389
O 4.77542 3.50486 2.65386 1.9 2.1 1.6 -0.050
H 4.53844 3.22205 -0.05935 0.2 -0.1 -0.4 0.075
H 4.04128 1.54295 0.10428 -0.4 0.1 0.0 0.047
H 5.63307 2.00162 0.55618 0.1 0.2 0.8 0.086
H 3.73002 1.89280 2.48193 -0.6 -0.5 -0.4 0.105
H 3.01138 3.27602 1.67676 -0.1 0.1 -0.2 0.096
H 4.65010 3.21053 3.55899 0.2 0.3 0.0 0.088
C -5.68683 0.57625 2.59693 -0.5 -0.2 -0.4 -0.057
C -5.05451 0.25718 1.23379 -2.7 0.0 1.1 -0.291
O -3.73073 0.71507 1.18674 -0.4 0.9 -0.7 -0.179
H -5.73325 1.65288 2.76067 0.7 0.0 0.4 0.087
H -5.24520 -0.02578 3.39105 0.1 0.5 0.1 0.052
H -6.75304 0.35014 2.60950 -0.1 -0.5 -0.3 0.085
H -5.68134 0.77280 0.50625 0.3 0.0 -0.5 0.123
H -5.14586 -0.81458 1.05745 0.6 0.1 -0.1 0.102
H -3.75434 1.66829 1.07536 0.4 0.3 0.1 0.115
C 5.13022 -0.86674 -2.15865 -1.3 -0.4 -0.1 -0.078
C 5.17941 -1.34082 -0.72723 -1.1 0.1 -0.9 -0.370
O 6.48680 -1.43796 -0.36154 2.6 -0.1 1.5 -0.055
H 5.53583 -1.59304 -2.86297 0.4 0.0 0.1 0.078
H 5.60491 0.10959 -2.25636 -0.1 -0.1 -0.1 0.082
H 4.06523 -0.82766 -2.38747 -0.2 0.5 -0.4 0.046
H 4.65829 -2.28917 -0.59622 -0.3 -0.2 -0.1 0.109
H 4.67793 -0.60918 -0.09372 0.0 0.0 0.2 0.093
H 6.84312 -2.32907 -0.38528 -0.3 0.0 -0.1 0.092
C 0.72377 3.50093 4.28885 -0.7 0.6 1.0 -0.056
C 1.29689 4.43739 5.37527 0.7 -0.7 -0.9 -0.326
O 0.30469 4.96143 6.22515 -0.6 0.2 -0.1 -0.073
H 1.50245 3.03683 3.68356 0.0 -0.1 0.2 0.067
H 0.02984 4.01681 3.62520 0.2 0.3 -0.1 0.055
H 0.08473 2.76752 4.78063 0.4 -0.4 -0.1 0.054
H 1.87466 5.21932 4.88244 0.0 0.4 -0.1 0.102
H 2.01625 3.90416 5.99679 0.1 -0.4 -0.1 0.106
H 0.75637 5.30071 7.00134 -0.1 0.1 0.0 0.079
C -1.21405 6.12683 0.48283 -0.1 0.9 0.8 -0.069
C -1.68867 6.42609 1.91380 1.4 -0.2 -1.1 -0.344
O -2.87388 5.73861 2.09831 -1.4 -0.2 0.6 -0.071
H -1.18580 5.05435 0.29025 0.2 0.2 0.1 0.050
H -0.25279 6.62898 0.37365 0.3 -0.4 -0.3 0.081
H -1.88110 6.61667 -0.22654 -0.2 -0.2 0.0 0.066
H -1.79354 7.50164 2.05626 -0.1 0.2 -0.1 0.110
H -0.97579 6.07293 2.65889 0.5 0.0 -0.1 0.100
H -3.13655 5.97531 2.99083 -0.5 -0.3 0.1 0.087
C 0.69806 0.56270 -6.82757 0.6 0.1 -0.6 -0.075
C -0.56224 0.76628 -5.99606 1.4 0.1 -1.1 -0.334
O -1.37195 -0.37255 -6.22116 0.0 0.3 0.9 -0.061
H 1.23644 -0.36197 -6.61965 -0.4 -0.2 0.5 0.063
H 1.46864 1.32762 -6.73159 -0.2 0.4 0.3 0.065
H 0.49780 0.49869 -7.89710 -0.4 0.1 0.0 0.076
H -1.09654 1.67079 -6.28674 0.0 0.2 -0.3 0.095
H -0.25719 0.93679 -4.96360 -0.2 -0.5 0.4 0.087
H -1.84027 -0.43936 -5.38581 -0.8 -0.6 0.0 0.042
C 2.67567 2.19369 -2.53249 -0.5 0.0 0.1 -0.074
C 2.14093 2.87238 -3.75068 0.5 0.6 -1.4 -0.299
O 3.20129 3.61928 -4.39540 0.1 0.1 0.4 -0.085
H 3.51630 1.54397 -2.77599 0.1 0.3 0.1 0.077
H 1.91135 1.56755 -2.07219 0.1 0.0 -0.2 0.029
H 2.91009 2.97474 -1.80922 0.4 -0.3 0.0 0.075
H 1.35375 3.59228 -3.52665 -0.4 -0.2 0.3 0.101
H 1.80990 2.20617 -4.54736 -0.5 -0.5 0.4 0.087
H 2.77903 4.26912 -4.96197 0.1 0.0 -0.1 0.069
C -1.26257 -5.48540 -0.35991 -0.5 1.5 0.2 -0.060
C -2.75788 -5.78714 -0.29919 1.0 -2.1 -0.6 -0.298
O -3.55416 -4.64561 -0.42526 -0.2 1.5 0.3 -0.069
H -1.11294 -4.76065 -1.16020 0.1 -0.1 -0.2 0.045
H -0.54970 -6.29317 -0.52547 -0.6 -0.3 0.2 0.091
H -1.00783 -4.93772 0.54742 0.3 -0.2 0.1 0.047
H -2.99526 -6.33997 0.60972 0.0 0.1 0.2 0.117
H -3.01165 -6.42964 -1.14234 0.0 -0.3 -0.1 0.114
H -4.44899 -4.89195 -0.17993 -0.1 0.1 0.0 0.113
C -1.76694 -1.96950 -2.03766 -0.4 0.7 0.1 -0.052
C -2.99057 -1.55197 -1.21528 1.3 0.6 -1.5 -0.272
O -2.84195 -2.00876 0.13863 -1.4 -0.8 -2.2 -0.210
H -1.92380 -1.53590 -3.02533 0.2 -0.3 -0.2 0.069
H -1.63549 -3.05056 -2.08383 -0.1 0.2 -0.1 0.062
H -0.87413 -1.50177 -1.62267 0.1 -0.1 0.0 0.051
H -3.87746 -1.90017 -1.74469 -0.3 -0.4 0.7 0.126
H -3.05589 -0.46396 -1.22450 0.0 0.0 0.2 0.081
H -3.15715 -2.90698 0.01434 0.0 -1.4 1.2 0.050
C 1.36649 -6.42272 2.93398 -0.1 0.0 -0.5 -0.082
C 1.42444 -6.63565 4.42679 -1.2 1.0 0.1 -0.333
O 1.58234 -8.00901 4.72924 0.7 0.3 0.2 -0.060
H 0.42247 -6.78749 2.52916 0.2 -0.7 0.0 0.069
H 2.23447 -6.93808 2.52276 -0.2 -0.1 -0.4 0.079
H 1.36757 -5.40461 2.54468 0.4 0.4 0.6 0.054
H 0.48701 -6.33677 4.89582 -0.2 0.1 -0.1 0.104
H 2.15862 -5.97389 4.88631 0.5 -0.3 0.1 0.103
H 2.52983 -8.10371 4.85132 0.1 -0.6 0.0 0.082
C 1.42094 -2.04850 -4.14667 1.0 0.4 0.3 -0.072
C 1.68359 -3.26882 -3.28950 -1.6 0.4 -0.1 -0.349
O 2.22882 -4.26550 -4.08368 1.0 -0.9 -0.7 -0.058
H 2.36604 -1.55265 -4.36809 0.1 0.1 -0.2 0.074
H 0.82902 -1.31787 -3.59540 -0.2 -0.1 -0.1 0.059
H 0.95720 -2.31934 -5.09520 -0.2 -0.1 0.2 0.081
H 0.68402 -3.60518 -3.01414 -0.2 -0.1 0.7 0.091
H 2.27633 -3.09450 -2.39152 0.1 0.4 0.0 0.104
H 2.33157 -5.05128 -3.54183 0.1 -0.1 -0.1 0.086
```
Positions in Å, forces in eV/Å.

Output
- E_LUMO: -0.01162 Eh
- HOMO: -9.487 eV
- Total charge: 0
- Spin multiplicity: 1
- Calculated total energy: -163076.8082 eV